Molecular formula: C49H50Cl5Ge3N6O2PV
Method: DFT, wB97M-V/def2-TZVPD

Atoms and positions in Å:
V: 0.22290 -0.05398 -1.71619
Cl: -0.92364 -0.09138 -4.13176
C: -0.09711 -1.65776 -4.03237
C: 0.71705 -1.81487 -2.92475
C: 1.45455 -2.98095 -2.94139
Cl: 2.71689 -3.22606 -1.74546
C: 1.28573 -3.98611 -3.89947
Cl: 2.16656 -5.47149 -3.80507
C: 0.38765 -3.79800 -4.94555
Cl: 0.13353 -5.02864 -6.12870
C: -0.29668 -2.58544 -5.04286
Cl: -1.35232 -2.26427 -6.36914
O: 0.95507 0.68976 0.04413
N: 1.05658 -0.61487 -0.04115
C: -1.86099 -3.73583 3.76693
N: -1.94227 -2.47563 3.06261
C: -2.58400 -1.33421 3.47632
C: -2.36675 -0.40767 2.49816
N: -1.61161 -0.95016 1.48714
C: -1.38800 -2.18281 1.86130
H: -2.25617 -3.59782 4.77110
H: -0.82188 -4.05478 3.84470
H: -2.44452 -4.50743 3.26191
H: -3.10733 -1.28957 4.41438
H: -2.70189 0.61269 2.46273
H: -0.81479 -2.91108 1.31069
C: -4.15502 -1.94474 -0.58944
P: -2.79851 -2.27905 -1.72222
C: -3.51911 -2.25241 -3.36759
C: -2.32800 -3.99865 -1.46173
O: -1.64267 -1.36022 -1.54566
H: -4.93356 -2.70244 -0.68224
H: -4.57914 -0.96501 -0.80780
H: -3.77183 -1.91938 0.42964
H: -4.46549 -2.79355 -3.37776
H: -2.83664 -2.71279 -4.07780
H: -3.68175 -1.22098 -3.67837
H: -3.14859 -4.67631 -1.69626
H: -2.02324 -4.14377 -0.42547
H: -1.47862 -4.22279 -2.10951
C: 1.56306 3.99083 -0.49382
Ge: 0.07692 4.04383 -1.78732
C: 0.92057 4.28546 -3.55295
C: -0.89197 5.70757 -1.36822
Ge: -1.28673 2.05013 -1.51945
C: -2.76717 2.29663 -2.83956
C: -2.80016 3.30026 -3.80568
C: -3.84074 3.39818 -4.72287
C: -4.88517 2.48841 -4.69477
C: -4.87914 1.47808 -3.74183
C: -3.83086 1.39105 -2.83958
C: -2.19719 2.63475 0.15627
C: -1.47039 2.76469 1.34151
C: -2.07165 3.22061 2.50534
C: -3.41778 3.55688 2.52525
C: -4.15643 3.43428 1.36024
C: -3.54995 2.97933 0.19712
H: 2.34463 4.68600 -0.80447
H: 1.98446 2.98780 -0.43952
H: 1.22399 4.27162 0.50405
H: 0.85984 5.33186 -3.85683
H: 0.46658 3.67998 -4.33731
H: 1.97234 4.00797 -3.49575
H: -0.19858 6.54847 -1.42920
H: -1.29973 5.66089 -0.35837
H: -1.71782 5.88829 -2.05623
H: -1.99874 4.02905 -3.85286
H: -3.83224 4.19044 -5.46194
H: -5.69773 2.56499 -5.40707
H: -5.69261 0.76110 -3.70677
H: -3.83265 0.60136 -2.09514
H: -0.41906 2.49418 1.35637
H: -1.49033 3.30911 3.41234
H: -3.88177 3.90925 3.43861
H: -5.20772 3.69841 1.35007
H: -4.15099 2.89703 -0.69967
C: 1.54841 -1.38838 0.83158
Ge: 2.63932 -0.96656 2.38010
C: 2.18369 -2.32818 3.70727
C: 2.20081 -3.67598 3.34006
C: 1.78001 -4.66358 4.21759
C: 1.32569 -4.31716 5.48337
C: 1.30630 -2.98600 5.86607
C: 1.73407 -2.00102 4.98346
C: 4.42992 -1.30412 1.68979
C: 4.76024 -0.81599 0.42491
C: 6.01373 -1.05317 -0.11840
C: 6.94780 -1.79440 0.59110
C: 6.63049 -2.29135 1.84583
C: 5.37845 -2.04172 2.39238
C: 2.58295 0.79366 3.17998
C: 1.42544 1.35144 3.72115
C: 1.47764 2.57070 4.37876
C: 2.67609 3.26223 4.48098
C: 3.82602 2.73160 3.92619
C: 3.77908 1.50068 3.28742
H: 1.50418 -2.43221 0.53398
H: 2.55714 -3.96454 2.35688
H: 1.80956 -5.70361 3.91628
H: 0.98968 -5.08487 6.16908
H: 0.96125 -2.71047 6.85444
H: 1.71525 -0.96422 5.29612
H: 4.03371 -0.25474 -0.15355
H: 6.25413 -0.66601 -1.09991
H: 7.92155 -1.99154 0.16080
H: 7.35456 -2.87857 2.39724
H: 5.14082 -2.43089 3.37632
H: 0.47536 0.83726 3.62715
H: 0.58291 2.99014 4.81654
H: 2.70669 4.21726 4.99005
H: 4.76259 3.27036 3.99228
H: 4.68789 1.09162 2.86389
N: 1.82113 0.87491 -2.60872
C: 2.41326 1.22338 -3.55636
N: 3.18996 1.56948 -4.50259
C: 2.80170 2.14829 -5.61489
N: 2.55905 2.64801 -6.63068

The LUMO energy (alpha / beta) comes out at 1.84 / 1.84 eV. The calculation puts the energy above the lowest of the compared OMol25 structures with the same formula, charge and spin at 0.00 kcal/mol. The spin multiplicity is 3. As for the expectation value of S²: 2.04. Its charge is -1. The orbital gap (alpha / beta) comes out at 6.41 / 6.34 eV.


Molecular formula: C11H15BiClI2N2OPS
Method: DFT, wB97M-V/def2-TZVPD

Atoms and positions in Å:
I: 1.70951 -3.16189 -1.31884
I: -1.07150 -3.62866 -1.57319
Bi: 0.57039 0.36478 0.16890
P: 0.09445 0.58852 -2.47933
C: -1.55721 0.70902 -3.22343
C: 0.89882 2.10141 -3.08160
H: 1.88900 -0.85138 -3.13112
H: 0.92662 -0.32657 -4.54864
H: 0.29282 -1.58926 -3.45476
C: 0.88104 -0.66852 -3.51166
H: 1.92149 2.16803 -2.67910
H: 0.95179 2.05615 -4.18150
H: -1.39821 0.95174 -4.27701
H: -2.13138 1.50674 -2.74923
H: 0.32903 2.99374 -2.78384
H: -2.07854 -0.24449 -3.13904
C: -2.06025 -0.36686 -0.19466
O: -3.14170 -0.30862 0.16877
Cl: 3.00009 -0.16494 0.00885
N: 0.00631 -3.02573 1.79505
C: 0.04654 -2.07836 2.73705
N: 0.13394 -0.76680 2.49461
C: -0.05061 -0.02048 3.66353
C: -0.06229 1.38676 3.77178
C: -0.04084 1.92549 5.05671
C: -0.05227 1.11347 6.20219
C: -0.09800 -0.27861 6.08444
C: -0.14351 -0.82899 4.81546
S: -0.11247 -2.53331 4.39278
H: 0.15036 -3.98302 2.11688
H: 0.40410 -2.85042 0.86908
H: -0.06370 2.02775 2.88666
H: 0.01806 3.00756 5.20152
H: 0.00158 1.55373 7.19899
H: -0.05316 -0.94044 6.95188

The LUMO energy comes out at -9.75 eV. The calculation puts the energy above the lowest of the compared OMol25 structures with the same formula, charge and spin at 0.00 kcal/mol. Its charge is +2. The orbital gap comes out at 4.28 eV.


Molecular formula: C12H6Br5IrNO2
Method: DFT, wB97M-V/def2-TZVPD

Atoms and positions in Å:
Ir: 0.51202 0.70029 0.47735
C: -3.74080 -2.02299 0.89348
C: -2.86472 -0.92909 1.55767
C: -3.19249 -0.38950 2.80522
C: -2.33514 0.60677 3.33897
C: -1.13349 1.01980 2.72478
Br: 0.28041 2.37484 3.16478
N: -0.91238 0.42578 1.51216
C: -1.72742 -0.47222 0.89095
H: -4.55191 -2.34024 1.51800
H: -3.12921 -2.89564 0.71086
H: -4.14597 -1.64698 -0.06623
H: -4.03435 -0.77650 3.31982
H: -2.61949 1.02088 4.31881
H: -1.52773 -0.71205 -0.18831
Br: 3.68984 1.08560 -5.33647
C: 3.19725 0.67148 -3.56070
C: 3.87683 -0.22958 -2.75628
Br: 5.29508 -1.23871 -3.45653
C: 3.62552 -0.45023 -1.41384
Br: 4.35586 -1.84189 -0.27313
C: 2.72098 0.43704 -0.84501
O: 2.47214 0.65011 0.42948
C: 1.92311 1.27172 -1.70473
O: 0.94329 1.82170 -1.02909
C: 2.13463 1.39278 -3.04393
Br: 0.88814 2.46684 -3.98808

The LUMO energy (alpha / beta) comes out at -3.79 / -6.22 eV. The calculation puts the energy above the lowest of the compared OMol25 structures with the same formula, charge and spin at 0.00 kcal/mol. The spin multiplicity is 5. As for the expectation value of S²: 6.04. Its charge is +1. The orbital gap (alpha / beta) comes out at 7.67 / 5.70 eV.